Entry 1:
C25H30N2O5S | ωB97M-V/def2-TZVPD

XYZ file:
```
63
Properties=species:S:1:pos:R:3:forces:R:3:mulliken_charge:R:1
C -7.3740 -0.6030 0.3579 -0.20 -0.16 0.07 -0.954
H -7.3290 -0.9615 1.3916 0.01 0.01 -0.05 0.368
H -7.4745 -1.4574 -0.3193 0.02 0.03 0.03 0.371
H -8.2363 0.0512 0.2416 0.04 -0.09 0.02 0.237
O -6.2552 0.1856 0.0342 0.42 0.13 -0.08 -0.430
C -5.0245 -0.3809 0.0886 0.02 0.08 -0.02 0.843
C -4.7610 -1.6934 0.4474 -0.33 0.24 -0.04 -0.567
C -3.4627 -2.1741 0.4712 0.44 0.16 -0.08 -1.170
C -2.4045 -1.3412 0.1356 -0.76 -0.27 0.14 -0.267
C -2.6567 -0.0132 -0.2308 -0.06 -0.03 0.02 -0.440
C -3.9473 0.4727 -0.2584 -0.16 0.04 0.00 1.464
O -4.2986 1.7403 -0.5992 -0.20 -0.37 0.14 -0.483
C -3.2816 2.6293 -0.9887 0.17 0.14 -0.08 -0.904
H -2.7540 2.2674 -1.8776 0.00 0.01 0.04 0.369
H -3.7844 3.5656 -1.2248 0.09 -0.04 0.01 0.318
H -2.5625 2.7973 -0.1801 0.01 -0.02 -0.03 0.328
H -1.8180 0.6108 -0.4890 0.06 0.16 -0.05 0.242
C -1.0474 -1.8305 0.1621 1.01 0.48 -0.22 0.037
N 0.0353 -1.1443 -0.0933 -1.04 -0.05 0.16 0.262
C 1.0784 -2.0210 0.0644 -0.28 -1.11 0.33 -0.163
C 0.5631 -3.2438 0.4023 1.04 0.70 -0.22 0.452
O -0.7836 -3.1142 0.4730 -0.45 0.05 0.02 -0.418
C 1.2013 -4.5549 0.6656 -0.14 0.05 -0.07 -1.586
H 0.4353 -5.2975 0.8697 0.01 -0.11 0.06 0.364
H 1.7776 -4.8579 -0.2069 -0.01 -0.06 -0.01 0.303
H 1.8750 -4.4880 1.5195 0.00 -0.06 0.08 0.328
C 2.4842 -1.6605 -0.1684 0.23 -0.22 -0.69 0.326
H 2.6744 -0.6006 -0.0366 0.09 0.10 0.18 -0.978
H 3.1424 -2.2442 0.4723 0.12 0.05 -0.09 0.679
S 3.0098 -2.0928 -1.9171 -0.35 1.41 0.51 0.286
O 2.4405 -3.4195 -2.1663 -0.28 -1.14 -0.30 -0.617
C 1.8544 -0.9154 -2.7770 0.59 -0.33 0.20 -0.601
C 2.1384 0.5136 -2.3722 -0.34 -0.08 -0.04 0.376
O 3.0780 1.1421 -2.8223 0.34 0.13 -0.18 -0.665
N 1.2650 1.0076 -1.4767 -0.14 0.17 0.15 0.554
H 0.5852 0.3810 -1.0480 0.12 0.00 -0.06 0.124
C 1.3704 2.3644 -0.9739 -0.02 0.22 -0.23 0.079
C 0.6447 3.3211 -1.9246 0.31 -0.13 0.10 -1.534
H -0.4147 3.0797 -1.9781 -0.14 -0.03 0.03 0.241
H 0.7560 4.3471 -1.5839 -0.02 0.18 0.03 0.430
H 1.0743 3.2372 -2.9195 0.00 0.02 -0.11 0.403
H 2.4365 2.6186 -0.9960 -0.13 -0.01 0.05 0.390
C 0.8256 2.4587 0.4596 0.15 0.11 0.00 -0.184
H 0.0495 3.2259 0.4974 -0.07 -0.02 0.00 0.337
H 0.3676 1.5079 0.7414 -0.10 0.01 0.05 0.170
C 1.9036 2.8115 1.4944 -0.24 -0.14 -0.06 -1.981
C 2.8591 1.6753 1.7256 0.04 0.13 0.01 0.668
C 4.0975 1.6307 1.0983 -0.03 0.01 -0.01 -0.180
C 4.9676 0.5782 1.3273 0.10 -0.09 -0.02 -0.681
C 4.6133 -0.4411 2.1939 0.10 -0.04 0.03 -0.545
C 3.3778 -0.4099 2.8198 -0.02 -0.06 0.07 -0.670
C 2.5073 0.6376 2.5819 0.00 -0.02 -0.01 0.001
H 1.5456 0.6592 3.0751 -0.12 0.01 0.06 0.394
H 3.0940 -1.2015 3.4984 -0.03 -0.07 0.06 0.421
H 5.2978 -1.2549 2.3830 0.06 -0.07 0.01 0.437
H 5.9269 0.5588 0.8321 0.09 0.00 -0.05 0.422
H 4.3925 2.4286 0.4326 0.01 0.10 -0.08 0.336
H 1.4092 3.0560 2.4377 0.06 0.07 0.00 0.484
H 2.4476 3.6962 1.1588 0.00 0.05 0.04 0.493
H 0.8393 -1.2344 -2.5528 0.00 -0.12 0.06 0.291
H 2.0673 -1.0497 -3.8368 0.02 0.01 0.05 0.519
H -3.2717 -3.1977 0.7513 0.00 -0.09 0.03 0.468
H -5.5672 -2.3583 0.7123 -0.12 -0.01 0.01 0.401
```
Forces are in eV/Å.

For the molar mass, the calculation gives 470.6 u. For the highest occupied orbital energy, the calculation gives -7.88 eV. The spin multiplicity is 1. The lowest unoccupied orbital energy comes out at 0.59 eV. As for the energy relative to the best compared isomer or geometry (same formula, charge and spin): 106.0 kJ/mol. The HOMO-LUMO gap is 8.47 eV. The value obtained for the calculated total energy is -1854.54518 Ha.

Entry 2:
C3H4N2O | ωB97M-V/def2-TZVPD

XYZ file:
```
10
Properties=species:S:1:pos:R:3:forces:R:3:mulliken_charge:R:1
N 1.7590 0.1091 0.3042 -0.02 -0.19 -0.06 -0.553
C 0.3581 0.3334 0.4881 0.07 0.22 0.00 0.359
C -0.3118 1.2557 -0.5186 -0.16 -0.34 0.19 -0.379
O -1.4793 0.6702 -0.7121 0.18 0.18 -0.06 -0.146
C -1.5378 -0.5700 -0.0085 0.18 -0.22 0.21 0.045
N -0.5143 -0.8555 0.6519 -0.35 0.16 -0.24 -0.490
H 1.9665 -0.2003 -0.6384 -0.05 0.01 0.07 0.250
H 2.0813 -0.6045 0.9490 0.01 0.12 -0.06 0.250
H 0.2094 0.9113 1.4199 0.01 0.00 -0.03 0.282
H -2.4669 -1.1157 -0.1254 0.14 0.06 -0.02 0.381
```
Forces are in eV/Å.

For the molar mass, the calculation gives 84.1 u. For the highest occupied orbital energy, the calculation gives -9.38 eV. The spin multiplicity is 1. The lowest unoccupied orbital energy comes out at 0.17 eV. As for the energy relative to the best compared isomer or geometry (same formula, charge and spin): 336.8 kJ/mol. The HOMO-LUMO gap is 9.55 eV. The value obtained for the calculated total energy is -301.35894 Ha.

Entry 3:
C37H78N2O12 | ωB97M-V/def2-TZVPD

XYZ file:
```
129
Properties=species:S:1:pos:R:3:forces:R:3:mulliken_charge:R:1
C 3.1685 -2.8044 3.5975 -5.00 6.38 7.53 -1.177
N 2.5691 -1.8069 2.5711 2.35 0.05 3.18 1.083
C 1.6882 -2.4836 1.6947 -1.87 -0.48 -2.69 -0.505
C 1.9111 -0.7975 3.3691 -3.63 2.62 1.84 -1.045
C 3.6853 -1.1194 1.9253 -0.68 6.82 2.29 -1.169
C 3.2875 -0.2278 0.7334 4.97 -5.65 -1.39 0.649
O 4.4163 0.2880 0.0348 2.88 -2.15 7.73 -0.776
H 2.3624 -3.2559 4.3702 1.59 0.95 -2.48 0.268
H 3.9455 -2.3187 4.3007 -1.39 -0.10 -1.38 0.309
H 3.6429 -3.3808 3.0728 4.74 -7.15 -5.42 0.686
H 0.9758 -3.0426 2.2274 -1.16 -0.26 1.00 0.620
H 2.0376 -3.1967 0.9781 1.87 -0.67 0.06 0.524
H 1.1948 -1.8517 0.9520 -0.29 0.38 0.82 -0.815
H 0.9967 -1.2628 3.8648 0.86 0.60 -1.05 0.393
H 1.5936 0.1338 2.7787 0.33 -1.77 0.59 0.093
H 2.4384 -0.3671 4.2521 0.65 -0.87 -0.95 0.320
H 4.3312 -1.7484 1.5503 3.70 -3.59 -1.44 0.720
H 4.1590 -0.3196 2.7680 -0.93 -2.67 -2.22 0.221
H 2.8395 0.5512 0.9455 -5.03 6.92 2.91 0.224
H 2.7137 -0.8056 0.0896 -1.12 -1.08 -1.40 -0.023
H 4.1959 0.4326 -0.7856 -2.00 1.23 -7.42 0.392
N 0.1137 -0.0399 0.3851 1.80 -3.63 -2.78 -0.047
O 0.9343 0.7795 -0.0346 -1.42 1.19 0.44 -0.184
O -0.1510 -1.0736 -0.3707 -0.23 1.43 -0.02 -0.180
O -0.2006 -0.1566 1.5387 -1.45 1.29 2.62 -0.626
C -2.8418 4.4867 -0.7318 2.28 -7.23 -1.40 -1.181
C -1.7908 3.8780 0.1703 -1.34 -4.75 -2.72 0.801
C -0.5435 3.7436 -0.6862 0.41 -1.97 -2.11 0.634
O -0.7408 4.5993 -1.8337 -0.11 0.70 1.25 -0.581
C -2.1431 4.4883 -2.0368 1.35 -3.18 0.32 -0.456
H -3.0038 5.3754 -0.4841 -2.22 7.35 2.22 0.561
H -3.6152 3.7539 -0.6664 -1.39 0.57 -0.41 0.153
H -2.3394 2.8240 0.2444 2.12 1.79 1.41 -0.650
H -1.6575 4.4694 0.9753 0.48 1.20 3.22 0.425
H -0.4534 2.7585 -1.2994 -0.16 0.70 2.11 -0.558
H 0.3894 3.9033 -0.1356 -0.11 0.35 -0.52 0.231
H -2.3770 3.6189 -2.6617 0.02 0.03 -0.06 0.081
H -2.4151 5.3431 -2.4163 -1.39 4.33 -3.36 0.599
C 1.8650 -3.2911 -2.5417 -4.43 0.41 -0.35 2.453
C 3.1766 -2.6216 -2.6325 1.22 4.67 -0.89 0.140
C 4.2127 -3.6473 -2.2819 0.22 -0.05 0.61 -0.377
O 3.4335 -4.4083 -1.3741 0.89 -1.47 1.72 -0.477
C 2.2053 -4.6576 -2.0132 -1.01 -0.95 0.96 -0.469
H 1.2609 -3.4418 -3.5706 1.38 0.73 2.53 -1.028
H 1.2017 -2.7418 -1.7292 0.92 -0.92 -1.97 -1.113
H 3.2173 -1.6279 -2.0454 0.02 -1.96 0.54 -0.727
H 3.3541 -1.9892 -3.5096 0.01 -1.09 -1.03 0.314
H 5.0786 -3.2709 -1.6959 -0.47 -0.19 -0.65 0.341
H 4.5580 -4.2725 -3.1559 -0.31 0.51 0.72 0.234
H 1.3620 -5.1401 -1.2606 2.47 1.01 -2.02 0.032
H 2.4937 -5.2760 -2.8766 -0.84 -0.62 0.21 0.459
C -1.1108 -1.9802 -4.2977 -1.98 4.64 -4.57 -0.589
C -0.4053 -0.5851 -4.1140 1.56 -0.55 1.49 1.392
C 0.5825 -0.5120 -5.2832 -2.23 4.89 -2.88 -0.670
O -0.0139 -1.2987 -6.2125 -0.69 -4.51 -1.54 -0.453
C -0.3709 -2.5524 -5.4910 -0.32 1.94 -0.12 -0.367
H -2.1800 -1.6652 -4.5340 1.06 -1.09 0.03 0.277
H -1.0988 -2.5188 -3.4774 0.17 -2.69 4.08 0.141
H 0.1471 -0.7539 -3.1725 -0.29 1.04 -0.02 -1.190
H -1.0464 0.3244 -4.1067 0.31 -0.96 0.26 0.379
H 1.6242 -0.6958 -5.2460 1.19 -0.31 1.00 0.486
H 0.4714 0.5812 -6.0297 0.71 -2.38 2.91 0.192
H 0.4880 -3.0851 -5.1088 0.65 0.01 -0.40 0.293
H -0.9241 -3.2087 -6.1310 -0.36 -0.09 -0.51 0.363
C 0.3759 4.2748 3.1528 13.53 -2.34 1.17 -1.443
C 0.6986 4.1256 4.6702 -3.12 3.02 -1.40 -0.456
C 1.4260 2.9495 4.6177 4.53 -4.25 5.66 -0.315
O 1.8657 2.6131 3.4043 0.53 -0.21 -3.11 -0.425
C 0.7662 3.0129 2.5649 -0.43 -4.80 -3.77 2.397
H 1.1459 5.0126 2.6350 -1.00 -0.97 1.45 0.416
H -0.3524 4.7352 3.0430 -12.84 6.44 -2.42 1.119
H -0.1845 4.0014 5.2753 -0.17 0.20 -0.14 -0.239
H 1.1865 4.9815 5.0540 0.84 0.84 0.23 0.421
H 0.9639 2.0586 5.0192 -1.22 -0.25 0.40 0.193
H 2.2861 3.0228 5.3694 -0.32 -0.11 -1.13 0.297
H -0.1440 2.1994 2.5637 3.18 1.89 -0.02 -1.685
H 1.2329 2.8714 1.4569 -1.40 1.02 2.54 -0.847
C 1.6788 2.1410 -3.2971 0.07 -0.81 -4.80 0.698
C 2.8876 2.8437 -3.9216 1.39 -0.27 -1.67 -0.927
C 4.1522 2.1570 -3.1761 -4.97 1.65 2.31 -0.663
O 3.4849 0.9491 -2.6257 4.06 0.26 -1.40 -0.447
C 2.2281 1.3307 -2.2532 -1.50 -5.36 -3.57 0.171
H 1.1708 1.5250 -4.1333 0.57 1.16 1.57 -0.679
H 1.0796 2.8724 -2.9306 -2.42 1.88 0.97 0.140
H 2.8186 3.9529 -3.9661 0.35 -0.65 0.82 0.325
H 2.8888 2.6116 -5.0155 0.36 -0.14 0.76 0.304
H 4.3964 2.8412 -2.3169 0.15 -0.72 -0.61 0.235
H 4.9731 1.9577 -3.7497 1.95 -0.92 -1.44 0.577
H 2.2670 1.9028 -1.4844 0.13 3.06 5.91 1.037
H 1.6681 0.3661 -2.1701 0.31 1.08 0.71 -0.732
C -2.8752 -0.0080 -1.5415 -1.05 1.65 1.41 0.745
C -3.9375 0.7342 -2.3058 -4.37 -6.94 2.12 -0.885
C -4.9822 1.0945 -1.1836 3.85 3.51 -0.04 -1.127
O -4.3088 0.9009 0.0769 0.52 -0.35 -0.57 -0.449
C -3.3414 -0.1760 -0.1508 -3.16 0.30 0.08 -0.602
H -2.0528 0.5749 -1.5147 3.24 1.63 -0.21 -0.765
H -2.6842 -0.9561 -1.8187 1.12 -2.90 -1.86 0.657
H -4.4591 -0.1985 -2.9227 0.74 2.32 1.20 0.222
H -3.5578 1.2275 -3.0676 1.41 3.65 -2.97 0.877
H -5.7452 0.4688 -1.2003 -3.52 -3.09 -0.41 0.590
H -5.4144 2.1088 -1.2215 0.50 -0.18 0.09 0.260
H -3.7894 -1.1647 -0.0966 -1.20 -0.21 -0.07 0.153
H -2.7382 -0.2602 0.6899 1.98 0.79 1.16 0.229
C -1.9671 2.4187 5.1339 -0.38 -3.51 0.54 -0.478
C -2.1672 2.3684 3.5745 1.64 1.13 1.09 2.175
C -3.4436 1.6896 3.4179 -3.15 1.63 -3.63 -0.051
O -4.2049 2.0710 4.4734 -2.11 0.62 3.69 -0.480
C -3.4062 1.9068 5.6283 2.50 -1.43 -0.10 -0.607
H -1.7268 3.4092 5.5929 -0.16 -1.28 -0.54 0.357
H -1.3233 1.4644 5.4688 -0.47 2.79 -0.54 -0.024
H -1.3903 1.8646 3.0420 -0.11 -0.68 0.21 -1.159
H -2.1054 3.3772 3.2210 -0.56 0.62 -0.42 -0.042
H -3.3159 0.6559 3.3805 0.27 -2.18 -0.01 0.407
H -4.1945 1.9667 2.5217 2.37 -0.57 1.33 -0.199
H -3.3075 0.7415 5.9057 -0.44 2.41 -0.51 0.241
H -3.5494 2.4912 6.5486 -1.39 -0.22 -0.57 0.423
C -2.3263 -3.6938 0.7457 4.70 -6.48 4.78 0.084
C -3.1731 -4.9655 1.2807 -1.14 1.18 -2.34 -0.833
C -2.4354 -6.2471 0.9387 1.32 1.50 0.35 -0.434
O -1.2194 -5.7246 0.2999 0.04 -0.32 -0.28 -0.481
C -1.3947 -4.3723 -0.2399 1.61 -0.38 4.58 0.516
H -1.8058 -3.4065 1.7396 -0.41 0.24 -2.05 -0.220
H -2.9723 -3.0493 0.4840 -4.11 5.08 -2.38 0.264
H -4.2199 -4.8900 0.8351 1.13 -0.26 1.22 0.322
H -3.0231 -4.8771 2.3150 -1.34 0.22 1.50 0.377
H -2.8842 -6.9686 0.2530 -0.24 0.09 0.32 0.299
H -2.2399 -6.6509 1.9892 0.48 -0.38 -1.88 0.242
H -1.8029 -4.3023 -1.1486 -1.59 -0.47 -3.89 0.525
H -0.3750 -3.9657 -0.2864 -0.36 0.07 0.09 -0.651
```
Forces are in eV/Å.

For the molar mass, the calculation gives 743.0 u. For the highest occupied orbital energy, the calculation gives -8.76 eV. The spin multiplicity is 1. The lowest unoccupied orbital energy comes out at 0.07 eV. As for the energy relative to the best compared isomer or geometry (same formula, charge and spin): 251.4 kJ/mol. The HOMO-LUMO gap is 8.83 eV. The value obtained for the calculated total energy is -2468.00171 Ha.